ORCA calculation (ωB97M-V/def2-TZVPD) on one molecule with the formula C6H8.

Values from the calculation:
**Orbital gap**: 10.952 eV
**Energy above the lowest of the compared OMol25 structures with the same formula, charge and spin**: 1.686 eV
**Total charge**: 0
**HOMO**: -0.3596 Ha
**SMILES**: C#CC1CCC1
**E_LUMO**: 1.1652 eV

```
14
Properties=species:S:1:pos:R:3:forces:R:3
C 2.881 -0.418 -0.546 -0.3 0.0 0.0
C 1.757 -0.367 -0.121 0.5 0.1 -0.4
C 0.402 -0.254 0.384 0.1 -0.1 0.1
C -0.334 1.109 0.354 0.1 0.2 0.1
C -1.647 0.321 0.136 -0.2 0.0 0.1
C -0.797 -0.864 -0.386 0.0 -0.1 -0.1
H 3.861 -0.453 -0.961 -0.1 0.0 0.1
H 0.405 -0.639 1.415 -0.2 0.1 -0.2
H -0.223 1.714 1.257 -0.2 0.0 -0.1
H -0.073 1.724 -0.517 0.1 -0.3 0.1
H -2.096 0.073 1.101 -0.1 0.0 -0.1
H -2.408 0.753 -0.529 0.3 -0.2 0.2
H -0.681 -0.801 -1.472 0.2 0.0 0.2
H -1.047 -1.895 -0.116 -0.2 0.2 0.0
```
Positions in Å, forces in eV/Å.

natural (NBO) atomic charge list, values in e, 5 entries: -0.244 -0.002 -0.304 -0.374 -0.400

=====

ORCA calculation (ωB97M-V/def2-TZVPD) on one molecule with the formula C6H8.

Values from the calculation:
**Orbital gap**: 9.294 eV
**Energy above the lowest of the compared OMol25 structures with the same formula, charge and spin**: 0.707 eV
**Total charge**: 0
**HOMO**: -0.3008 Ha
**SMILES**: C1=CCCC=C1
**E_LUMO**: 1.1089 eV

```
14
Properties=species:S:1:pos:R:3:forces:R:3
C -1.291 0.390 -0.098 0.3 0.1 -0.1
C -0.064 1.051 -0.742 0.5 0.6 0.3
C 1.232 0.626 -0.142 0.7 -1.0 -0.6
C 1.327 -0.424 0.661 0.1 -0.2 0.0
C 0.240 -1.399 0.602 -0.3 -0.1 0.2
C -0.965 -1.067 0.126 -0.1 -0.1 0.3
H -1.487 0.879 0.872 0.0 -0.2 -0.2
H -2.197 0.522 -0.705 0.3 0.0 0.1
H -0.085 1.047 -1.851 0.2 0.2 0.6
H 0.191 2.030 -0.300 -1.7 0.8 -0.9
H 2.089 1.230 -0.417 0.1 0.1 0.3
H 2.249 -0.644 1.181 0.0 -0.1 0.0
H 0.473 -2.417 0.896 -0.1 0.0 -0.2
H -1.712 -1.824 -0.081 0.0 0.0 0.2
```
Positions in Å, forces in eV/Å.

natural (NBO) atomic charge list, values in e, 5 entries: -0.449 -0.450 -0.138 -0.274 -0.225

=====

ORCA calculation (ωB97M-V/def2-TZVPD) on one molecule with the formula C6H8.

Values from the calculation:
**Orbital gap**: 10.524 eV
**Energy above the lowest of the compared OMol25 structures with the same formula, charge and spin**: 3.371 eV
**Total charge**: 0
**HOMO**: -0.3456 Ha
**SMILES**: C#CC/C=C/C
**E_LUMO**: 1.1196 eV

```
14
Properties=species:S:1:pos:R:3:forces:R:3
C -0.166 0.510 -2.818 -0.9 0.2 -0.3
C 0.396 -0.040 -1.491 0.1 0.6 -1.4
C -0.325 -0.251 -0.422 -2.9 -0.6 1.9
C 0.124 -1.058 0.869 -1.7 2.4 0.1
C 0.031 -0.040 2.027 0.2 -1.9 -1.7
C -0.015 0.848 2.826 0.8 2.7 1.9
H -1.393 0.227 -2.846 3.4 1.4 0.0
H 0.302 -0.172 -3.685 -0.9 2.1 1.7
H 0.110 1.762 -2.856 -1.0 -3.8 -0.5
H 1.463 -0.237 -1.446 0.0 -0.3 -0.2
H -1.459 0.133 -0.400 2.5 -1.1 -0.1
H 1.153 -1.382 0.752 0.0 -0.2 0.1
H -0.601 -1.914 1.018 1.0 0.9 -0.1
H 0.151 1.767 3.512 -0.7 -2.4 -1.6
```
Positions in Å, forces in eV/Å.

natural (NBO) atomic charge list, values in e, 5 entries: -0.654 -0.227 -0.159 -0.484 -0.015

=====

ORCA calculation (ωB97M-V/def2-TZVPD) on C6H8AgNaO6 as an isolated structure.

Values from the calculation:
**Orbital gap**: 6.470 eV
**Energy above the lowest of the compared OMol25 structures with the same formula, charge and spin**: 4.854 eV
**Total charge**: 0
**HOMO**: -0.2609 Ha
**E_LUMO**: -0.6302 eV

```
22
Properties=species:S:1:pos:R:3:forces:R:3
O -1.766 0.075 2.649 -0.8 -0.2 1.2
C -1.024 -0.722 1.873 1.1 2.7 -0.4
C -2.690 0.882 1.902 1.0 -1.6 -0.7
O -0.049 -1.285 2.344 -0.6 -1.4 -0.1
O -1.261 -0.511 0.611 -1.6 1.6 0.5
C -1.904 1.351 0.678 -2.0 1.0 2.7
H -2.970 1.727 2.538 0.0 -0.2 -0.2
H -3.532 0.258 1.580 -0.1 0.2 0.4
H -1.259 2.158 1.048 0.4 -0.8 -0.7
H -2.673 1.715 -0.015 1.0 -0.6 -0.7
O 1.111 0.653 -1.732 1.5 1.1 -1.1
C 0.673 1.601 -0.819 -0.6 0.6 0.8
C 2.421 0.094 -1.566 0.2 0.5 0.1
O -0.590 1.634 -0.884 0.9 -0.3 -1.1
O 1.243 -1.924 -0.980 5.7 -4.5 1.2
C 2.279 -1.419 -1.735 0.9 0.0 -0.9
H 2.786 0.348 -0.559 -0.1 0.0 -0.3
H 3.098 0.526 -2.319 -0.1 -0.2 0.2
H 3.273 -1.859 -1.503 -0.3 0.0 0.1
H 2.112 -1.628 -2.816 0.1 0.1 0.3
Ag -0.245 -0.901 -1.249 -6.7 1.7 -1.4
Na 0.966 -2.772 0.956 0.0 0.3 0.0
```
Positions in Å, forces in eV/Å.

natural (NBO) atomic charge list, values in e, 5 entries: -0.498 0.983 -0.146 -0.719 -0.694

=====

ORCA calculation (ωB97M-V/def2-TZVPD) on C6H8AuO5 as an isolated structure.

Values from the calculation:
**Orbital gap (alpha / beta)**: 8.798 / 5.163 eV
**Energy above the lowest of the compared OMol25 structures with the same formula, charge and spin**: 0.330 eV
**Total charge**: +2
**HOMO (alpha / beta)**: -0.6308 / -0.6992 Ha
**Multiplicity**: 4
**<S²>**: 3.758
**E_LUMO (alpha / beta)**: -8.3674 / -13.8620 eV

```
20
Properties=species:S:1:pos:R:3:forces:R:3
Au 1.886 -1.022 2.506 -0.4 -10.3 8.9
O 1.976 0.259 1.442 3.2 8.4 -5.8
O 0.234 1.656 1.188 1.2 -0.7 1.6
C -0.282 2.479 0.137 -0.3 0.4 -0.6
C 0.795 2.375 -0.944 -0.3 1.0 -0.5
O 1.593 1.261 -0.534 1.1 -1.2 1.2
C 1.142 0.791 0.654 -6.0 3.6 -6.0
H -1.249 2.080 -0.195 0.2 0.0 0.2
H -0.413 3.491 0.530 0.0 -0.3 0.0
H 1.435 3.264 -0.984 -0.1 -0.3 -0.1
H 0.379 2.148 -1.932 0.2 0.1 0.2
O 0.082 -1.557 0.859 0.3 0.3 0.3
C -0.636 -2.716 0.329 -0.5 -0.9 0.3
C -1.360 -2.106 -0.869 -0.5 -0.9 -0.1
O -0.808 -0.751 -0.924 1.0 1.6 0.6
C -0.043 -0.532 0.072 0.8 -1.2 0.0
H 0.110 -3.474 0.078 -0.2 0.2 0.0
H -1.278 -3.049 1.149 0.0 -0.1 -0.4
H -2.442 -2.013 -0.741 0.2 0.1 0.0
H -1.121 -2.586 -1.821 -0.1 0.2 0.2
```
Positions in Å, forces in eV/Å.

natural (NBO) atomic charge list, values in e, 5 entries: 1.110 -0.450 -0.448 -0.116 -0.114

=====

ORCA calculation (ωB97M-V/def2-TZVPD) on C6H8AuO6 as an isolated structure.

Values from the calculation:
**Orbital gap (alpha / beta)**: 8.301 / 5.636 eV
**Energy above the lowest of the compared OMol25 structures with the same formula, charge and spin**: 3.841 eV
**Total charge**: +2
**HOMO (alpha / beta)**: -0.6155 / -0.7226 Ha
**Multiplicity**: 4
**<S²>**: 3.781
**E_LUMO (alpha / beta)**: -8.4464 / -14.0277 eV

```
21
Properties=species:S:1:pos:R:3:forces:R:3
O 2.453 0.007 -0.215 3.1 -2.4 -1.2
C 3.305 -0.488 0.796 1.2 -2.3 -1.9
O 3.902 -1.522 0.630 -0.1 0.8 0.7
O 3.275 0.358 1.748 0.9 0.1 1.4
C 1.758 -0.859 -1.122 -1.4 -1.4 -1.5
H 2.454 -1.093 -1.942 -0.1 0.2 0.3
H 1.476 -1.791 -0.614 0.3 0.3 0.1
C 0.551 -0.118 -1.592 0.4 -1.5 -2.0
H 0.701 0.643 -2.361 -0.2 -0.1 0.4
H -0.371 -0.698 -1.656 0.2 0.3 0.1
O -1.136 0.432 1.441 1.7 1.6 -0.2
C -0.884 1.228 0.420 -2.6 -3.5 -1.7
C -2.414 -0.211 1.263 -1.1 -0.4 0.2
O 0.303 1.422 -0.008 -7.9 3.1 -2.5
O -1.864 1.266 -0.458 1.9 1.2 0.8
C -2.971 0.470 0.008 -1.0 -0.2 0.3
H -3.015 -0.033 2.159 0.2 -0.1 -0.2
H -2.241 -1.285 1.132 0.1 0.3 0.1
H -3.813 1.138 0.217 0.2 -0.1 -0.1
H -3.233 -0.235 -0.787 0.1 0.3 0.1
Au 1.766 1.370 0.941 4.3 3.9 6.7
```
Positions in Å, forces in eV/Å.

natural (NBO) atomic charge list, values in e, 5 entries: -0.528 0.899 -0.230 -0.400 -0.180

=====

M (computed, g/mol): 80.13, 80.13, 80.13, 306.98, 357.09, 373.09